A single CH3NOS molecule, computed with ωB97M-V/def2-TZVPD.

Last column: natural (NBO) charge in e.
CARTESIAN COORDINATES (ANGSTROEM)
C: 1.134 -0.346 -0.010  0.536
H: -1.613 -0.420 1.170  0.080
H: 0.339 1.437 0.175  0.408
H: 0.931 -1.366 -0.138  0.104
N: 0.023 0.440 -0.016  -0.816
O: 2.236 0.046 0.014  -0.563
S: -1.532 -0.064 -0.072  0.250

Its SMILES is O=CNS. The HOMO-LUMO gap is 10.807 eV. The calculation puts the total energy at -568.06315 Eh. Its total charge is 0.


A molecular structure, CH3NOS3, computed with ωB97M-V/def2-TZVPD.

Last column: natural (NBO) charge in e.
CARTESIAN COORDINATES (ANGSTROEM)
C: 0.297 -2.231 0.749  0.072
N: 0.967 -1.242 0.303  -0.818
O: -1.505 1.244 0.550  -0.863
S: 0.127 -3.762 0.497  0.031
S: -1.059 -1.066 2.172  -0.126
S: -0.415 0.727 1.703  0.418
H: 1.618 -1.256 -0.546  0.417
H: 0.369 -0.345 0.342  0.377
H: -2.286 1.647 1.062  0.490

The HOMO-LUMO gap is 8.163 eV. The calculation puts the total energy at -1364.39982 Eh. Its total charge is 0.


2 unconnected molecules or ions with the total composition CH3NOSi, computed with ωB97M-V/def2-TZVPD.

Last column: natural (NBO) charge in e.
CARTESIAN COORDINATES (ANGSTROEM)
C: 0.978 0.920 0.666  -0.209
N: 1.339 1.900 1.145  -0.277
O: -1.139 -0.410 -1.103  -1.085
Si: 0.238 -0.488 -0.370  1.286
H: -1.514 0.446 -1.155  0.510
H: -1.057 -1.506 2.322  -0.037
H: 1.155 -0.861 -1.505  -0.189

The HOMO-LUMO gap (spin up / spin down) is 9.901 / 7.573 eV. The calculation puts the total energy at -459.25288 Eh. Its total charge is 0.


A single CH3NS molecule, computed with ωB97M-V/def2-TZVPD.

Last column: natural (NBO) charge in e.
CARTESIAN COORDINATES (ANGSTROEM)
C: -0.098 0.469 1.195  -0.169
N: -0.330 0.076 -0.531  -0.854
S: 0.182 1.938 1.609  0.144
H: -0.131 -0.516 1.517  0.197
H: 0.611 -0.147 -0.729  0.340
H: -0.464 0.983 -0.918  0.341

Its SMILES is NC=S. The HOMO-LUMO gap is 8.586 eV. The calculation puts the total energy at -492.76306 Eh. Its total charge is 0.


A single CH3NS molecule, computed with ωB97M-V/def2-TZVPD.

Last column: natural (NBO) charge in e.
CARTESIAN COORDINATES (ANGSTROEM)
C: 0.912 0.207 -0.081  -0.073
H: -2.138 -0.821 0.402  0.093
H: 1.881 -0.224 -0.116  0.167
H: 0.972 1.260 0.091  0.155
N: -0.075 -0.582 -0.159  -0.541
S: -1.552 0.159 -0.137  0.200

Its SMILES is C=NS. The HOMO-LUMO gap is 9.963 eV. The calculation puts the total energy at -492.78883 Eh. Its total charge is 0.


A single CH3NSSi molecule, computed with ωB97M-V/def2-TZVPD.

Last column: natural (NBO) charge in e.
CARTESIAN COORDINATES (ANGSTROEM)
C: 0.333 0.510 1.827  -0.137
N: 1.010 0.473 2.773  -0.356
Si: -0.020 0.205 -0.180  1.007
S: -1.309 -0.200 -2.044  -0.378
H: 0.534 -1.126 -0.054  -0.136
H: 0.323 1.574 -0.291  -0.145
H: -0.870 -1.435 -2.031  0.144

Its SMILES is N#C[SiH2]S. The HOMO-LUMO gap is 9.372 eV. The calculation puts the total energy at -782.27724 Eh. Its total charge is 0.


2 unconnected molecules or ions with the total composition CH3NSSi, computed with ωB97M-V/def2-TZVPD.

Last column: Löwdin spin population.
CARTESIAN COORDINATES (ANGSTROEM)
C: 1.321 1.021 -0.115  0.012
N: 2.417 1.248 0.153  0.003
Si: -0.218 0.169 0.105  0.156
S: 0.095 -1.977 0.127  1.189
H: -1.164 0.376 -0.846  0.042
H: -0.845 0.751 1.354  0.023
H: -1.606 -1.588 -0.776  0.575

The HOMO-LUMO gap (spin up / spin down) is 7.835 / 7.463 eV. The spin multiplicity is 3. The calculation puts the total energy at -782.16598 Eh. Its total charge is 0.


A gas-phase ion, CH3O2 (charge +1), computed with ωB97M-V/def2-TZVPD.

Last column: natural (NBO) charge in e.
CARTESIAN COORDINATES (ANGSTROEM)
C: -0.075 0.124 0.335  -0.278
O: -0.059 0.669 2.726  0.192
O: -0.791 0.562 1.313  0.068
H: -0.719 -0.732 -0.074  0.367
H: -0.451 0.805 -0.526  0.369
H: 0.867 -0.139 0.705  0.282

The HOMO-LUMO gap (spin up / spin down) is 7.477 / 7.468 eV. The calculation puts the total energy at -189.72797 Eh. Its total charge is +1.


2 unconnected molecules or ions with the total composition CH3O2S, computed with ωB97M-V/def2-TZVPD.

Last column: natural (NBO) charge in e.
CARTESIAN COORDINATES (ANGSTROEM)
S: -2.433 0.488 0.038  -0.957
H: -2.450 -0.235 1.214  0.106
O: 2.523 -0.601 0.071  -0.656
C: 1.417 -0.068 -0.146  0.678
O: 0.282 -0.492 -0.630  -0.749
H: 1.310 1.027 0.139  0.056
H: -0.648 -0.119 -0.684  0.522

The HOMO-LUMO gap is 7.661 eV. The calculation puts the total energy at -588.61820 Eh. Its total charge is -1.


2 unconnected molecules or ions with the total composition CH3O2S2, computed with ωB97M-V/def2-TZVPD.

Last column: natural (NBO) charge in e.
CARTESIAN COORDINATES (ANGSTROEM)
C: 1.303 0.095 -0.461  -0.771
O: -2.809 0.662 1.573  -0.854
O: -2.585 -1.013 -0.178  -0.843
S: 2.800 -0.383 0.358  -0.734
S: -2.014 0.100 0.497  1.681
H: 1.027 1.082 -0.159  0.162
H: 0.512 -0.617 -0.294  0.151
H: 1.766 0.075 -1.335  0.209

The HOMO-LUMO gap is 3.727 eV. The calculation puts the total energy at -986.74278 Eh. Its total charge is -1.


2 unconnected molecules or ions with the total composition CH3O2Si, computed with ωB97M-V/def2-TZVPD.

Last column: natural (NBO) charge in e.
CARTESIAN COORDINATES (ANGSTROEM)
C: 1.622 1.033 -1.039  0.465
O: 0.659 -1.334 1.026  -1.322
O: 1.132 0.556 -1.972  -0.568
Si: -0.563 -0.476 0.687  1.342
H: -1.581 -0.836 -0.541  -0.303
H: -1.481 0.151 1.739  -0.299
H: 0.211 0.905 0.099  -0.315

The HOMO-LUMO gap is 8.173 eV. The calculation puts the total energy at -479.87933 Eh. Its total charge is -1.


2 unconnected molecules or ions with the total composition CH3O3, computed with ωB97M-V/def2-TZVPD.

Last column: natural (NBO) charge in e.
CARTESIAN COORDINATES (ANGSTROEM)
O: 4.385 -2.116 -4.994  -0.941
H: 4.670 -3.049 -4.861  0.462
H: 4.500 -1.694 -4.112  0.478
O: 0.305 -0.365 -2.197  -0.798
O: 0.000 0.000 0.000  -0.802
C: 0.145 -0.766 -1.004  0.602
H: 0.312 -1.849 -0.792  -0.001

The HOMO-LUMO gap is 6.916 eV. The calculation puts the total energy at -265.66477 Eh. Its total charge is -1.


A single CH3O3PS molecule, computed with ωB97M-V/def2-TZVPD.

Last column: natural (NBO) charge in e.
CARTESIAN COORDINATES (ANGSTROEM)
C: 0.427 0.092 -0.400  0.573
O: -0.368 1.141 -0.801  -0.736
O: -0.094 -1.136 -0.745  -0.732
O: 0.678 0.164 0.945  -0.728
P: 2.256 0.385 -1.383  0.507
S: 3.321 -1.061 -0.672  -0.383
H: -0.672 1.616 -0.018  0.497
H: -0.764 -1.019 -1.433  0.497
H: 1.005 -0.694 1.240  0.504

Its SMILES is OC(O)(O)P=S. The HOMO-LUMO gap is 7.022 eV. The calculation puts the total energy at -1005.14648 Eh. Its total charge is 0.


A gas-phase ion, CH3O3S2 (charge -1), computed with ωB97M-V/def2-TZVPD.

Last column: natural (NBO) charge in e.
CARTESIAN COORDINATES (ANGSTROEM)
C: 1.261 -1.153 0.824  -0.915
O: -2.082 1.063 -0.080  -0.974
O: -2.123 -0.746 -1.711  -0.954
O: 0.705 1.631 -0.207  -0.992
S: 0.799 -0.277 -0.497  0.435
S: -1.466 0.463 -1.277  1.576
H: 2.306 -1.316 0.873  0.179
H: 0.785 -1.229 1.810  0.187
H: -0.185 1.564 0.265  0.458

Its SMILES is C=S(O)#S(=O)[O-]. The HOMO-LUMO gap is 7.406 eV. The calculation puts the total energy at -1061.97304 Eh. Its total charge is -1.


2 unconnected molecules or ions with the total composition CH3O4P, computed with ωB97M-V/def2-TZVPD.

Last column: natural (NBO) charge in e.
CARTESIAN COORDINATES (ANGSTROEM)
C: 0.732 1.221 1.565  0.721
O: 1.217 0.258 1.951  -0.348
O: 0.099 0.154 -1.788  -1.015
O: -0.689 -1.441 -0.064  -1.029
O: -0.948 1.070 0.267  -1.078
P: -1.186 -0.013 -0.779  1.548
H: 0.756 2.294 1.587  0.221
H: 0.047 -0.423 -2.549  0.492
H: -1.393 -1.920 0.367  0.489

The HOMO-LUMO gap (spin up / spin down) is 7.517 / 7.515 eV. The calculation puts the total energy at -682.20358 Eh. Its total charge is 0.


A single CH3O4P molecule, computed with ωB97M-V/def2-TZVPD.

Last column: natural (NBO) charge in e.
CARTESIAN COORDINATES (ANGSTROEM)
C: -1.068 -0.228 0.202  0.034
O: -1.890 0.750 0.626  -0.220
O: -2.033 0.188 -0.643  -0.246
O: 1.338 -0.859 0.509  -0.995
O: 1.467 1.501 -0.169  -1.047
P: 0.669 0.279 -0.379  1.894
H: -1.158 -1.194 0.580  0.184
H: 2.071 -0.427 0.939  0.519
H: 0.604 -0.010 -1.666  -0.122

Its SMILES is O=[P@@H](O)C1OO1. The HOMO-LUMO gap is 11.666 eV. The calculation puts the total energy at -682.10234 Eh. Its total charge is 0.


A single CH3O4P molecule, computed with ωB97M-V/def2-TZVPD.

Last column: natural (NBO) charge in e.
CARTESIAN COORDINATES (ANGSTROEM)
C: -1.110 -0.154 -0.161  -0.895
O: 0.936 -1.556 0.870  -1.004
O: 1.571 1.861 0.147  0.005
O: 1.200 -0.203 -1.497  -0.876
O: 1.038 0.931 0.820  -0.260
P: 0.726 -0.457 -0.135  2.216
H: -1.331 0.514 0.814  0.262
H: -1.586 0.307 -1.031  0.259
H: -1.444 -1.244 0.173  0.292

The HOMO-LUMO gap (spin up / spin down) is 5.945 / 9.035 eV. The calculation puts the total energy at -682.03313 Eh. Its total charge is 0.


3 unconnected molecules or ions with the total composition CH3O4S, computed with ωB97M-V/def2-TZVPD.

Last column: natural (NBO) charge in e.
CARTESIAN COORDINATES (ANGSTROEM)
C: 2.528 -0.056 0.084  1.037
O: -1.159 -0.819 -1.171  -0.915
O: -2.477 0.206 0.626  -0.985
O: 3.101 0.800 0.546  -0.534
O: 2.169 -0.998 -0.426  -0.524
S: -1.706 -1.203 0.379  0.693
H: -0.190 1.333 0.420  -0.743
H: -1.559 0.729 0.708  0.468
H: -0.708 0.008 -1.165  0.503

The HOMO-LUMO gap is 6.420 eV. The calculation puts the total energy at -739.01741 Eh. Its total charge is -1.


2 unconnected molecules or ions with the total composition CH3O4Si, computed with ωB97M-V/def2-TZVPD.

Last column: natural (NBO) charge in e.
CARTESIAN COORDINATES (ANGSTROEM)
C: -1.397 0.026 0.055  0.469
O: -1.550 -0.602 -0.968  -0.744
O: -2.132 0.896 0.552  -0.732
O: 0.889 -1.558 -0.275  -1.122
O: 1.624 1.588 -0.184  -1.147
Si: 0.401 -0.388 0.736  1.571
H: 0.223 -1.459 -1.054  0.529
H: 0.885 1.899 -0.788  0.432
H: 1.058 -0.401 1.926  -0.256

The HOMO-LUMO gap is 8.385 eV. The calculation puts the total energy at -630.42214 Eh. Its total charge is -1.


A single CH3OP molecule, computed with ωB97M-V/def2-TZVPD.

Last column: natural (NBO) charge in e.
CARTESIAN COORDINATES (ANGSTROEM)
C: -0.887 -0.422 0.094  0.041
O: 0.363 -0.667 0.145  -0.643
P: 1.914 0.105 0.095  0.401
H: -1.690 -1.157 0.133  0.167
H: -1.197 0.607 -0.332  0.133
H: 1.498 1.535 -0.134  -0.099

The HOMO-LUMO gap (spin up / spin down) is 6.765 / 8.331 eV. The calculation puts the total energy at -456.37071 Eh. Its total charge is 0.


| no. | largest force on an atom (eV/A) |
| --- | --- |
| 1 | 3.82 |
| 2 | 4.00 |
| 3 | 4.16 |
| 4 | 6.15 |
| 5 | 2.51 |
| 6 | 2.35 |
| 7 | 2.78 |
| 8 | 9.74 |
| 9 | 4.23 |
| 10 | 4.77 |
| 11 | 3.21 |
| 12 | 2.92 |
| 13 | 2.44 |
| 14 | 2.07 |
| 15 | 3.96 |
| 16 | 3.61 |
| 17 | 3.92 |
| 18 | 4.19 |
| 19 | 5.23 |
| 20 | 3.67 |